# 1
Here is a molecular structure, C34H35N6O6S2Ti from the Open Molecules 2025 dataset. Energies are from ωB97M-V/def2-TZVPD.

Output
DFT total energy ... -3741.9782 Eh
2S+1 ... 2
Highest occupied orbital energy (alpha / beta) ... -13.40 / -13.42 eV
Charge ... +2
Expectation value of S² ... 0.76

Atoms and positions in Å:
Ti (0.461, 0.732, -0.100)
C (2.340, 2.007, 2.407)
O (1.378, 2.247, 1.344)
C (1.410, 3.580, 0.879)
C (0.099, 3.883, 0.242)
O (-0.138, 2.781, -0.659)
C (-0.754, 3.180, -1.961)
C (-1.968, 4.098, -1.892)
O (-2.870, 3.873, -0.845)
C (-4.003, 3.098, -1.262)
H (3.215, 2.641, 2.194)
H (2.653, 0.969, 2.260)
H (1.902, 2.242, 3.355)
H (2.210, 3.714, 0.178)
H (1.531, 4.295, 1.726)
H (0.161, 4.828, -0.315)
H (-0.800, 3.936, 0.916)
H (-0.893, 2.203, -2.480)
H (0.051, 3.745, -2.443)
H (-2.572, 4.056, -2.837)
H (-1.634, 5.153, -1.828)
H (-4.715, 3.145, -0.393)
H (-3.774, 2.027, -1.477)
H (-4.397, 3.601, -2.161)
C (-2.846, 1.841, 2.676)
C (-1.977, 1.858, 1.541)
N (-1.100, 0.873, 1.343)
C (-0.769, 0.014, 2.360)
C (-1.458, 0.105, 3.610)
C (-2.517, 1.020, 3.729)
C (-1.099, -0.855, 4.595)
C (-0.100, -1.783, 4.340)
C (0.550, -1.901, 3.128)
C (1.474, -2.906, 2.757)
C (2.014, -2.873, 1.458)
C (1.668, -1.890, 0.566)
N (0.937, -0.877, 0.969)
C (0.295, -0.897, 2.194)
H (-3.650, 2.579, 2.695)
H (-2.129, 2.534, 0.731)
H (-2.993, 1.101, 4.664)
H (-1.664, -0.861, 5.521)
H (0.195, -2.466, 5.135)
H (1.823, -3.635, 3.434)
H (2.660, -3.660, 1.069)
H (2.124, -1.826, -0.437)
C (0.484, -2.949, -3.288)
N (-0.455, -3.252, -2.139)
C (-0.575, -4.493, -1.569)
C (-1.456, -4.406, -0.530)
N (-2.054, -3.134, -0.624)
C (-1.390, -2.410, -1.574)
S (-1.174, -0.692, -1.528)
C (-3.235, -2.695, 0.039)
C (-3.630, -3.262, 1.242)
C (-4.780, -2.779, 1.845)
C (-5.499, -1.778, 1.147)
C (-5.085, -1.397, -0.098)
N (-3.836, -1.718, -0.550)
H (1.421, -2.463, -2.890)
H (0.004, -2.209, -3.944)
H (0.693, -3.859, -3.833)
H (0.008, -5.325, -1.881)
H (-1.801, -5.146, 0.203)
H (-3.023, -4.126, 1.583)
H (-5.146, -3.044, 2.835)
H (-6.407, -1.376, 1.537)
H (-5.648, -0.713, -0.726)
O (3.904, 0.072, 0.752)
C (3.607, 0.256, -0.457)
N (2.282, 0.737, -0.899)
S (2.516, 1.218, -2.518)
O (2.832, 2.627, -2.439)
O (1.334, 0.786, -3.237)
C (3.973, 0.259, -2.830)
C (4.686, 0.114, -4.011)
C (5.898, -0.612, -3.939)
C (6.453, -0.791, -2.642)
C (5.814, -0.480, -1.480)
C (4.496, -0.018, -1.587)
H (4.311, 0.358, -5.014)
H (6.350, -1.067, -4.813)
H (7.462, -1.222, -2.507)
H (6.333, -0.545, -0.562)

# 2
Here is a molecular structure, C34H35N7O6S3SbW from the Open Molecules 2025 dataset. Energies are from ωB97M-V/def2-TZVPD.

Output
DFT total energy ... -3653.1047 Eh
2S+1 ... 1
Highest occupied orbital energy (alpha / beta) ... -9.90 / -9.90 eV
Charge ... +1

Atoms and positions in Å:
W (1.028, -0.210, 0.106)
C (-5.057, -0.281, -0.439)
C (-4.256, 0.293, -1.567)
C (-4.821, 0.512, -2.821)
C (-4.046, 1.056, -3.827)
C (-2.722, 1.362, -3.551)
C (-2.237, 1.121, -2.269)
N (-2.979, 0.591, -1.301)
Sb (-0.175, 1.674, -1.983)
C (-0.570, 3.622, -1.154)
C (-1.571, 4.399, -1.718)
C (-1.762, 5.680, -1.221)
C (-0.953, 6.128, -0.193)
C (0.039, 5.288, 0.307)
C (0.964, 5.724, 1.405)
N (0.224, 4.058, -0.178)
C (2.283, 1.369, -0.481)
C (2.968, 2.560, -0.554)
C (4.188, 2.484, -1.211)
C (4.629, 1.291, -1.785)
C (3.880, 0.130, -1.691)
C (4.283, -1.134, -2.377)
N (2.728, 0.238, -1.000)
H (-6.115, -0.345, -0.688)
H (-4.697, -1.279, -0.185)
H (-4.935, 0.342, 0.446)
H (-5.859, 0.260, -2.995)
H (-4.462, 1.236, -4.810)
H (-2.079, 1.778, -4.319)
H (-2.203, 4.010, -2.507)
H (-2.540, 6.316, -1.625)
H (-1.083, 7.117, 0.225)
H (1.904, 6.090, 0.985)
H (0.531, 6.530, 1.996)
H (1.194, 4.881, 2.056)
H (2.574, 3.460, -0.112)
H (4.811, 3.366, -1.291)
H (5.571, 1.258, -2.316)
H (5.238, -1.479, -1.984)
H (3.563, -1.932, -2.231)
H (4.401, -0.941, -3.446)
C (-4.467, -0.569, 3.240)
C (-3.032, -0.392, 3.706)
N (-2.253, 0.558, 2.920)
C (-1.589, 0.236, 1.806)
S (-0.527, 1.478, 1.163)
N (-1.749, -0.954, 1.290)
N (-0.933, -1.170, 0.232)
C (-1.169, -2.188, -0.527)
C (-2.249, -3.180, -0.277)
C (-0.343, -2.225, -1.721)
C (-0.561, -3.130, -2.747)
C (0.112, -2.980, -3.944)
C (0.966, -1.896, -4.082)
C (1.163, -1.053, -3.009)
N (0.557, -1.217, -1.825)
H (-4.994, -1.241, 3.918)
H (-4.998, 0.383, 3.225)
H (-4.491, -1.002, 2.243)
H (-3.005, -0.035, 4.735)
H (-2.507, -1.347, 3.676)
H (-2.129, 1.493, 3.267)
H (-2.707, -2.992, 0.687)
H (-3.013, -3.120, -1.056)
H (-1.832, -4.189, -0.292)
H (-1.274, -3.928, -2.599)
H (-0.043, -3.675, -4.757)
H (1.493, -1.699, -5.005)
H (1.837, -0.218, -3.106)
O (4.135, -2.056, 0.236)
S (3.008, -2.896, 0.524)
O (2.949, -4.192, -0.079)
O (1.692, -2.181, 0.246)
C (3.015, -3.122, 2.287)
C (3.435, -4.356, 2.749)
C (3.578, -4.582, 4.112)
C (3.305, -3.572, 5.017)
C (2.876, -2.332, 4.564)
C (2.729, -2.104, 3.204)
S (2.045, -0.532, 2.769)
O (2.698, 0.046, 1.558)
O (2.078, 0.287, 3.928)
O (0.685, -0.818, 2.200)
H (3.651, -5.133, 2.029)
H (3.908, -5.551, 4.460)
H (3.420, -3.742, 6.079)
H (2.653, -1.536, 5.259)

# 3
Here is a molecular structure, C34H36AsBrCl2CuN3O4 from the Open Molecules 2025 dataset. Energies are from ωB97M-V/def2-TZVPD.

Output
DFT total energy ... -9152.9086 Eh
2S+1 ... 2
Highest occupied orbital energy (alpha / beta) ... -10.59 / -10.59 eV
Charge ... +1
Expectation value of S² ... 0.75

Atoms and positions in Å:
Cu (12.041, 11.570, 11.075)
C (10.579, 8.453, 10.935)
O (11.586, 9.365, 10.401)
C (12.499, 8.921, 9.489)
C (12.585, 7.637, 9.048)
C (13.646, 7.358, 8.063)
Br (13.756, 5.693, 7.225)
C (14.509, 8.329, 7.614)
C (14.451, 9.600, 8.265)
C (13.423, 9.952, 9.141)
O (13.351, 11.125, 9.700)
C (15.544, 10.461, 8.187)
N (15.698, 11.669, 8.726)
C (16.966, 12.198, 8.454)
C (17.586, 13.407, 8.737)
C (18.940, 13.516, 8.385)
C (19.584, 12.517, 7.624)
C (18.945, 11.357, 7.196)
C (17.598, 11.249, 7.676)
N (16.694, 10.214, 7.557)
H (9.880, 8.227, 10.211)
H (10.045, 9.096, 11.642)
H (11.055, 7.649, 11.474)
H (11.916, 6.814, 9.332)
H (15.211, 8.097, 6.810)
H (15.013, 12.057, 9.350)
H (17.075, 14.128, 9.384)
H (19.461, 14.435, 8.659)
H (20.587, 12.649, 7.163)
H (19.477, 10.667, 6.574)
H (16.929, 9.297, 7.155)
C (12.177, 14.927, 9.296)
C (10.804, 14.403, 8.982)
As (10.709, 12.533, 9.306)
C (8.782, 12.178, 9.350)
C (8.126, 12.316, 10.738)
C (11.086, 11.815, 7.513)
C (10.285, 10.571, 7.099)
H (12.178, 15.991, 9.031)
H (12.996, 14.402, 8.740)
H (12.383, 14.941, 10.381)
H (10.495, 14.669, 7.971)
H (10.123, 14.846, 9.647)
H (8.741, 11.140, 8.981)
H (8.233, 12.809, 8.623)
H (8.839, 12.033, 11.507)
H (7.276, 11.677, 10.890)
H (7.804, 13.351, 10.987)
H (12.182, 11.701, 7.493)
H (10.838, 12.606, 6.767)
H (10.196, 9.686, 7.846)
H (10.747, 10.206, 6.194)
H (9.275, 10.870, 6.837)
Cl (13.689, 13.011, 16.446)
C (12.783, 13.930, 15.230)
C (13.552, 14.662, 14.333)
C (12.889, 15.301, 13.288)
C (11.516, 15.122, 13.075)
C (10.786, 14.431, 14.049)
Cl (9.086, 14.316, 13.799)
C (11.379, 13.869, 15.153)
N (10.598, 13.254, 16.171)
C (9.698, 12.128, 15.928)
C (8.361, 12.269, 16.375)
C (7.443, 11.235, 16.188)
C (7.888, 10.060, 15.542)
C (9.149, 9.909, 15.096)
C (10.075, 10.938, 15.274)
C (11.478, 10.719, 14.785)
C (11.778, 11.170, 13.334)
O (12.783, 10.679, 12.721)
O (10.961, 11.886, 12.685)
H (14.659, 14.615, 14.321)
H (13.538, 15.977, 12.667)
H (10.944, 15.555, 12.261)
H (11.240, 12.856, 16.878)
H (8.073, 13.172, 16.888)
H (6.470, 11.214, 16.600)
H (7.196, 9.239, 15.482)
H (9.462, 8.948, 14.743)
H (11.813, 9.681, 14.884)
H (12.170, 11.295, 15.468)

# 4
Here is a molecular structure, C34H36AuN3O2S2Sb from the Open Molecules 2025 dataset. Energies are from ωB97M-V/def2-TZVPD.

Output
DFT total energy ... -2803.2756 Eh
2S+1 ... 1
Highest occupied orbital energy ... -16.65 eV
Charge ... +3

Atoms and positions in Å:
Au (-0.189, -0.026, 0.115)
C (-0.129, 1.732, -2.469)
C (-0.059, 2.578, -1.241)
C (0.010, 3.960, -1.284)
C (0.071, 4.695, -0.113)
C (0.065, 4.039, 1.112)
C (-0.004, 2.658, 1.131)
N (-0.063, 1.987, -0.023)
Sb (0.017, 1.402, 2.919)
C (-1.916, 0.666, 2.062)
C (-3.005, 0.655, 2.915)
C (-4.253, 0.294, 2.420)
C (-4.394, -0.039, 1.083)
C (-3.288, -0.034, 0.248)
C (-3.381, -0.318, -1.214)
N (-2.094, 0.316, 0.769)
C (1.794, 0.524, 1.902)
C (2.980, 0.491, 2.613)
C (4.112, -0.042, 2.010)
C (4.042, -0.535, 0.719)
C (2.841, -0.501, 0.026)
C (2.718, -0.975, -1.383)
N (1.772, 0.040, 0.647)
H (-0.014, 2.346, -3.359)
H (0.662, 0.980, -2.477)
H (-1.094, 1.226, -2.538)
H (0.017, 4.450, -2.248)
H (0.126, 5.776, -0.153)
H (0.115, 4.597, 2.037)
H (-2.884, 0.929, 3.955)
H (-5.115, 0.278, 3.073)
H (-5.363, -0.292, 0.673)
H (-4.180, -1.025, -1.427)
H (-3.615, 0.606, -1.748)
H (-2.445, -0.713, -1.614)
H (3.019, 0.868, 3.627)
H (5.049, -0.077, 2.551)
H (4.918, -0.939, 0.230)
H (3.396, -1.805, -1.568)
H (1.705, -1.304, -1.613)
H (2.994, -0.172, -2.071)
O (0.101, -0.794, 3.270)
S (-0.093, -1.787, 4.426)
C (-1.082, -3.098, 3.665)
C (-0.366, -4.013, 2.677)
C (-1.346, -4.737, 1.746)
C (-2.061, -3.859, 0.727)
S (-1.062, -3.058, -0.544)
O (-0.133, -2.051, 0.213)
C (0.055, -4.346, -1.019)
C (-0.462, -5.319, -1.867)
C (0.360, -6.370, -2.244)
C (1.671, -6.424, -1.788)
C (2.172, -5.432, -0.955)
C (1.363, -4.376, -0.558)
C (1.476, -2.568, 4.644)
C (2.431, -2.545, 3.634)
C (3.648, -3.166, 3.858)
C (3.897, -3.798, 5.072)
C (2.938, -3.803, 6.075)
C (1.718, -3.174, 5.870)
H (-1.878, -2.516, 3.193)
H (-1.530, -3.651, 4.494)
H (0.196, -4.765, 3.232)
H (0.361, -3.448, 2.094)
H (-2.127, -5.226, 2.335)
H (-0.830, -5.540, 1.218)
H (-2.646, -3.050, 1.174)
H (-2.755, -4.449, 0.121)
H (-1.478, -5.263, -2.239)
H (-0.021, -7.138, -2.902)
H (2.310, -7.242, -2.094)
H (3.195, -5.484, -0.609)
H (1.739, -3.599, 0.092)
H (2.220, -2.033, 2.703)
H (4.410, -3.161, 3.090)
H (4.850, -4.280, 5.241)
H (3.144, -4.280, 7.023)
H (0.973, -3.152, 6.657)

# 5
Here is 6 unconnected molecules or ions with the total composition C34H36BF5NO from the Open Molecules 2025 dataset. Energies are from ωB97M-V/def2-TZVPD.

Output
DFT total energy ... -1971.3166 Eh
2S+1 ... 1
Highest occupied orbital energy ... -4.59 eV
Charge ... -1

Atoms and positions in Å:
C (-0.981, 1.605, 1.668)
O (-1.621, 0.490, 1.064)
C (-0.669, -0.608, 0.844)
B (-0.449, -0.813, -0.768)
C (0.320, 0.431, -1.527)
C (1.866, 0.347, -1.218)
N (2.361, -0.405, -0.285)
H (-0.209, 2.078, 1.002)
H (-1.797, 2.327, 1.945)
H (-0.455, 1.299, 2.620)
H (-1.022, -1.584, 1.294)
H (0.268, -0.333, 1.405)
H (0.179, -1.823, -0.966)
H (-1.553, -0.899, -1.269)
H (0.109, 0.367, -2.624)
H (-0.041, 1.434, -1.148)
H (2.631, 0.930, -1.818)
H (3.384, -0.275, -0.281)
F (5.976, 1.285, -0.431)
C (6.675, 0.248, 0.064)
C (6.729, -0.935, -0.652)
C (7.454, -2.005, -0.143)
C (8.107, -1.883, 1.078)
C (8.040, -0.690, 1.789)
C (7.325, 0.385, 1.277)
H (6.206, -1.014, -1.598)
H (7.509, -2.933, -0.698)
H (8.669, -2.720, 1.476)
H (8.546, -0.597, 2.743)
H (7.268, 1.324, 1.813)
F (-8.002, -0.593, -2.572)
C (-6.834, -0.355, -1.932)
C (-6.732, 0.743, -1.096)
C (-5.532, 0.985, -0.435)
C (-4.449, 0.132, -0.624)
C (-4.564, -0.964, -1.470)
C (-5.766, -1.214, -2.125)
H (-7.584, 1.400, -0.966)
H (-5.441, 1.836, 0.229)
H (-3.512, 0.325, -0.109)
H (-3.718, -1.624, -1.619)
H (-5.877, -2.068, -2.782)
F (3.621, 8.042, -1.366)
C (3.979, 6.765, -1.130)
C (4.134, 6.335, 0.176)
C (4.499, 5.016, 0.418)
C (4.714, 4.147, -0.647)
C (4.559, 4.595, -1.954)
C (4.184, 5.910, -2.199)
H (3.970, 7.028, 0.992)
H (4.616, 4.665, 1.436)
H (5.002, 3.121, -0.456)
H (4.730, 3.919, -2.782)
H (4.050, 6.274, -3.210)
F (-0.164, -3.286, -2.755)
C (0.143, -4.556, -2.508)
C (0.250, -4.981, -1.195)
C (0.566, -6.308, -0.934)
C (0.781, -7.193, -1.987)
C (0.675, -6.752, -3.301)
C (0.348, -5.427, -3.565)
H (0.088, -4.274, -0.390)
H (0.646, -6.654, 0.090)
H (1.032, -8.228, -1.781)
H (0.846, -7.441, -4.121)
H (0.253, -5.068, -4.582)
F (-9.155, 1.845, 4.456)
C (-7.926, 1.369, 4.170)
C (-6.831, 1.868, 4.852)
C (-5.565, 1.373, 4.560)
C (-5.409, 0.395, 3.584)
C (-6.518, -0.093, 2.903)
C (-7.786, 0.392, 3.200)
H (-6.971, 2.635, 5.604)
H (-4.700, 1.751, 5.093)
H (-4.421, 0.014, 3.353)
H (-6.395, -0.851, 2.139)
H (-8.662, 0.018, 2.685)

# 6
Here is a molecular structure, C34H36CaF5N3O5PS from the Open Molecules 2025 dataset. Energies are from ωB97M-V/def2-TZVPD.

Output
DFT total energy ... -3774.1336 Eh
2S+1 ... 1
Highest occupied orbital energy ... -10.24 eV
Charge ... +1

Atoms and positions in Å:
Ca (0.376, 0.267, -0.501)
N (-3.558, -1.027, 1.232)
C (-4.344, -1.721, 0.265)
C (-5.399, -2.512, 0.681)
C (-6.148, -3.221, -0.249)
C (-5.823, -3.161, -1.594)
C (-4.752, -2.375, -2.007)
C (-4.030, -1.636, -1.082)
S (-2.739, -0.569, -1.627)
N (-1.839, -0.340, -0.192)
C (-2.300, -0.590, 0.973)
C (-1.363, -0.391, 2.144)
C (-1.761, -0.528, 3.454)
C (-0.818, -0.358, 4.460)
C (0.483, -0.052, 4.120)
C (0.799, 0.082, 2.776)
N (-0.098, -0.096, 1.803)
H (-3.781, -1.232, 2.188)
H (-5.645, -2.570, 1.738)
H (-6.983, -3.824, 0.085)
H (-6.396, -3.722, -2.323)
H (-4.487, -2.325, -3.059)
H (-2.787, -0.746, 3.723)
H (-1.110, -0.458, 5.498)
H (1.245, 0.101, 4.873)
H (1.801, 0.349, 2.456)
F (6.990, 2.515, -0.933)
C (5.702, 2.308, -0.656)
C (5.030, 3.134, 0.226)
F (5.680, 4.144, 0.802)
C (3.695, 2.923, 0.516)
F (3.086, 3.751, 1.373)
C (2.975, 1.880, -0.058)
O (1.702, 1.622, 0.206)
C (3.692, 1.080, -0.941)
F (3.023, 0.050, -1.528)
C (5.021, 1.267, -1.247)
F (5.639, 0.449, -2.100)
C (-3.763, 3.037, -2.939)
C (-2.732, 3.741, -2.094)
O (-1.399, 3.479, -2.607)
P (-0.341, 2.707, -1.687)
O (1.028, 3.309, -2.263)
C (1.435, 4.635, -1.826)
C (1.145, 5.646, -2.902)
O (-0.197, 1.211, -2.417)
C (0.220, 0.994, -3.815)
C (-0.956, 1.047, -4.756)
H (-4.761, 3.222, -2.533)
H (-3.586, 1.959, -2.944)
H (-3.740, 3.400, -3.970)
H (-2.790, 3.429, -1.050)
H (-2.867, 4.817, -2.126)
H (2.497, 4.562, -1.617)
H (0.935, 4.887, -0.886)
H (1.730, 5.433, -3.799)
H (1.413, 6.643, -2.545)
H (0.087, 5.642, -3.168)
H (0.690, 0.016, -3.817)
H (0.974, 1.738, -4.048)
H (-1.726, 0.330, -4.467)
H (-0.608, 0.787, -5.760)
H (-1.395, 2.043, -4.788)
C (1.575, -3.616, 5.298)
C (1.602, -3.390, 3.807)
C (0.454, -3.554, 3.034)
C (0.446, -3.319, 1.669)
C (-0.809, -3.623, 0.877)
C (1.652, -2.911, 1.073)
C (1.718, -2.491, -0.324)
O (0.893, -1.775, -0.888)
C (2.842, -2.794, 1.815)
C (4.143, -2.323, 1.192)
C (2.789, -3.024, 3.179)
H (0.577, -3.879, 5.645)
H (1.899, -2.718, 5.829)
H (2.256, -4.420, 5.586)
H (-0.465, -3.883, 3.513)
H (-1.687, -3.584, 1.526)
H (-0.756, -4.639, 0.478)
H (-0.967, -2.951, 0.040)
H (2.598, -2.796, -0.892)
H (4.129, -1.245, 1.004)
H (4.363, -2.809, 0.240)
H (4.978, -2.527, 1.860)
H (3.696, -2.913, 3.768)